Density functional theory data (ωB97M-V with the def2-TZVPD basis set) for a cluster of 4 separate species, C12H21Cl9NO in total in a non-equilibrium geometry.

The value obtained for the HOMO energy (alpha / beta) is -8.87 / -9.85 eV. Its expectation value of S² is 0.7547. Its total charge is 0. The HOMO-LUMO gap (alpha / beta) is 9.014 / 9.717 eV. As for the spin multiplicity: 2.

CARTESIAN COORDINATES (ANGSTROEM)
C: -8.066 42.113 -7.405
Cl: -8.414 42.559 -5.700
Cl: -9.514 41.558 -8.189
Cl: -6.597 41.141 -7.561
H: -7.885 43.005 -7.997
C: -5.376 45.990 -13.023
Cl: -5.632 44.433 -13.898
Cl: -6.814 46.972 -13.382
Cl: -3.905 46.889 -13.527
H: -5.380 45.834 -11.949
C: -7.704 46.437 -7.896
Cl: -6.721 45.333 -6.922
Cl: -7.185 46.428 -9.633
Cl: -7.693 48.085 -7.239
H: -8.729 46.082 -7.866
C: -5.772 54.071 -12.697
C: -6.462 52.660 -12.479
C: -5.302 51.646 -12.601
C: -5.727 50.204 -12.274
C: -6.313 50.173 -10.864
C: -7.329 51.229 -10.554
N: -7.056 52.564 -11.143
O: -8.015 53.536 -10.887
C: -8.739 50.574 -10.814
C: -7.284 51.345 -9.003
C: -7.382 52.418 -13.682
H: -5.061 54.183 -13.513
H: -5.235 54.325 -11.781
H: -6.537 54.848 -12.737
H: -4.845 51.717 -13.587
H: -4.602 51.968 -11.826
H: -4.960 49.455 -12.469
H: -6.488 49.917 -13.006
H: -5.461 50.225 -10.181
H: -6.693 49.180 -10.619
H: -9.499 51.350 -10.713
H: -8.702 50.256 -11.858
H: -9.031 49.722 -10.205
H: -8.106 51.990 -8.689
H: -7.435 50.453 -8.392
H: -6.325 51.740 -8.664
H: -6.806 52.479 -14.606
H: -8.280 53.033 -13.753
H: -7.804 51.411 -13.735

Density functional theory data (ωB97M-V with the def2-TZVPD basis set) for a structure of composition C12H21CuI3NO in a non-equilibrium geometry.

The value obtained for the HOMO energy (alpha / beta) is -11.57 / -11.57 eV. Its expectation value of S² is 0.7543. Its total charge is +1. The HOMO-LUMO gap (alpha / beta) is 5.983 / 5.912 eV. As for the spin multiplicity: 2.

CARTESIAN COORDINATES (ANGSTROEM)
C: 3.727 0.325 0.247
C: 2.598 -0.543 -0.298
I: 3.360 -2.563 -0.437
C: 1.918 -0.162 -1.646
I: 2.852 1.527 -2.590
C: 0.367 -0.019 -1.548
I: -0.362 0.153 -3.615
C: -0.162 1.249 -0.824
C: -0.507 1.181 0.694
C: -1.784 2.018 0.991
C: 0.594 1.726 1.596
N: -0.838 -0.237 1.085
O: -0.094 -0.758 1.969
C: -1.340 -1.197 0.049
C: -1.590 -2.537 0.731
C: -2.656 -0.701 -0.602
C: -0.223 -1.346 -0.996
H: 4.614 0.277 -0.387
H: 3.415 1.371 0.317
H: 4.001 -0.024 1.246
H: 1.830 -0.648 0.468
H: 2.107 -0.949 -2.377
H: -1.064 1.567 -1.352
H: 0.563 2.058 -0.964
H: -2.440 2.080 0.119
H: -2.204 1.368 1.792
H: -1.636 3.019 1.395
H: 0.306 1.675 2.648
H: 0.760 2.774 1.330
H: 1.529 1.190 1.475
H: -2.103 -2.392 1.690
H: -2.208 -3.163 0.085
H: -0.659 -3.063 0.944
H: -2.564 -0.549 -1.682
H: -3.462 -1.428 -0.444
H: -2.990 0.285 -0.240
H: 0.571 -1.948 -0.551
H: -0.632 -1.943 -1.816
Cu: -3.593 0.328 1.498

Density functional theory data (ωB97M-V with the def2-TZVPD basis set) for a structure of composition C12H21F9IO2P2W in a non-equilibrium geometry.

The value obtained for the HOMO energy (alpha / beta) is -20.12 / -20.83 eV. Its expectation value of S² is 2.0258. Its total charge is +3. The HOMO-LUMO gap (alpha / beta) is 5.762 / 6.676 eV. As for the spin multiplicity: 3.

CARTESIAN COORDINATES (ANGSTROEM)
C: 0.606 -0.248 -2.472
I: -2.044 -0.631 -2.446
H: 1.303 -0.212 -1.597
H: 0.550 0.682 -3.066
H: 0.854 -1.122 -3.096
W: -0.642 0.077 -0.345
P: 0.075 2.260 -0.625
C: -1.370 3.335 -0.593
C: 1.217 2.804 0.693
H: 1.752 3.684 0.288
H: 1.238 3.990 -1.729
H: 1.963 2.015 0.909
H: 2.007 2.411 -2.055
H: -1.857 3.320 0.384
H: 0.675 3.072 1.612
C: 1.047 2.949 -2.020
H: -1.001 4.337 -0.810
H: 0.538 2.897 -2.990
H: -2.084 3.028 -1.367
P: 0.050 -2.425 -0.306
C: -1.318 -3.653 -0.170
C: 1.043 -2.889 -1.797
H: 2.028 -2.259 1.069
H: 1.653 -3.975 0.685
H: 0.734 -3.095 1.971
C: 1.218 -2.999 0.993
H: 1.992 -2.330 -1.765
H: 1.254 -3.966 -1.774
H: -0.936 -4.683 0.013
H: -1.988 -3.655 -1.053
H: 0.535 -2.637 -2.738
H: -1.932 -3.354 0.700
C: -2.446 0.743 0.551
O: -3.493 1.003 0.974
F: 1.263 -1.586 3.857
C: 1.104 -0.238 3.764
F: 1.242 0.257 5.025
F: 2.093 0.280 3.004
C: -0.301 0.111 3.084
O: -0.223 0.153 1.737
C: -1.357 -0.827 3.743
F: -1.193 -0.860 5.114
F: -2.618 -0.350 3.478
F: -1.301 -2.120 3.294
C: -0.595 1.534 3.714
F: -0.988 1.485 5.037
F: 0.547 2.300 3.684
F: -1.566 2.146 2.990

Density functional theory data (ωB97M-V with the def2-TZVPD basis set) for a structure of composition C12H21F9N3O3PSSi2 in a non-equilibrium geometry.

The value obtained for the HOMO energy is -9.38 eV. Its total charge is 0. The HOMO-LUMO gap is 8.009 eV.

CARTESIAN COORDINATES (ANGSTROEM)
C: 2.593 3.320 2.849
C: 1.732 2.666 1.666
C: 2.437 1.254 1.265
N: 1.832 0.091 2.041
Si: 1.204 -1.001 0.770
O: 0.188 -2.274 1.358
Si: -1.332 -2.117 0.492
C: -2.417 -0.657 1.181
C: -3.162 0.180 0.039
C: -2.224 1.313 -0.660
F: -1.366 1.832 0.369
F: -1.501 0.619 -1.677
C: -3.225 2.431 -1.212
F: -4.319 1.731 -1.822
F: -3.821 3.189 -0.166
S: -2.537 3.609 -2.488
F: -2.448 2.451 -3.676
F: -4.116 3.962 -2.971
F: -2.682 4.871 -1.390
F: -0.959 3.413 -2.005
F: -1.997 4.717 -3.616
P: -2.358 -4.072 0.603
N: -2.912 -4.370 -0.891
O: -1.269 -5.340 0.984
O: -3.703 -4.084 1.640
C: 2.688 -1.578 -0.283
C: 2.734 -1.517 -1.857
C: 4.042 -1.988 -2.507
N: 5.244 -2.465 -1.937
C: 5.249 -2.570 -0.525
C: 4.028 -2.140 0.294
H: 2.107 4.272 3.256
H: 2.603 2.570 3.720
H: 3.678 3.537 2.579
H: 1.687 3.364 0.768
H: 0.673 2.497 2.076
H: 2.279 1.150 0.134
H: 3.560 1.335 1.471
H: 2.665 -0.371 2.462
H: 0.371 -0.158 -0.111
H: -0.958 -1.776 -0.896
H: -1.846 -0.037 1.948
H: -3.252 -1.193 1.779
H: -4.047 0.768 0.488
H: -3.605 -0.487 -0.781
H: -2.648 -3.575 -1.511
H: -0.567 -5.343 0.285
H: -4.497 -3.779 1.140
H: 1.839 -1.140 -2.464
H: 4.045 -1.939 -3.658
H: 6.181 -2.950 0.012
H: 4.111 -2.219 1.437

Density functional theory data (ωB97M-V with the def2-TZVPD basis set) for a structure of composition C12H21I2NPdSSb.

The value obtained for the HOMO energy (alpha / beta) is -10.70 / -11.96 eV. Its expectation value of S² is 2.0297. Its total charge is +1. The HOMO-LUMO gap (alpha / beta) is 7.737 / 6.234 eV. As for the spin multiplicity: 3.

CARTESIAN COORDINATES (ANGSTROEM)
Pd: 0.445 -1.612 1.170
S: -2.258 -4.154 2.138
C: -2.787 -2.829 1.201
C: -4.129 -2.846 0.787
C: -4.649 -1.775 0.077
C: -3.812 -0.717 -0.191
C: -2.482 -0.777 0.240
N: -1.950 -1.789 0.905
H: -4.736 -3.701 1.044
H: -5.681 -1.772 -0.248
H: -4.157 0.154 -0.731
H: -1.823 0.051 0.029
I: 0.655 -3.692 2.859
C: 2.705 -3.256 3.202
I: 3.238 -1.608 1.986
H: 3.315 -4.102 2.910
H: 2.859 -2.983 4.238
C: -0.543 0.410 -2.944
C: -0.272 1.390 -1.802
Sb: 0.909 0.511 -0.262
C: 0.849 2.026 1.243
C: 0.776 3.470 0.749
C: 2.876 0.690 -1.057
C: 3.152 1.964 -1.852
H: -1.136 0.878 -3.730
H: -1.086 -0.473 -2.598
H: 0.384 0.059 -3.402
H: -1.197 1.748 -1.346
H: 0.272 2.268 -2.149
H: 1.732 1.858 1.864
H: -0.018 1.773 1.855
H: 1.664 3.752 0.184
H: 0.694 4.163 1.588
H: -0.091 3.636 0.109
H: 3.030 -0.197 -1.673
H: 3.553 0.607 -0.205
H: 2.478 2.066 -2.703
H: 4.168 1.950 -2.250
H: 3.055 2.858 -1.237

Density functional theory data (ωB97M-V with the def2-TZVPD basis set) for a cluster of 3 separate species, C12H21N3 in total in a non-equilibrium geometry.

The value obtained for the HOMO energy is -11.67 eV. As for the SMILES: CCCC#N.CCCC#N.CCCC#N. Its total charge is 0. The HOMO-LUMO gap is 12.228 eV.

CARTESIAN COORDINATES (ANGSTROEM)
C: -0.792 5.203 -0.919
C: 0.593 5.096 -1.550
C: 1.327 6.429 -1.693
C: 1.444 7.132 -0.420
N: 1.515 7.636 0.608
H: -1.465 5.711 -1.618
H: -0.762 5.809 -0.016
H: -1.196 4.204 -0.776
H: 0.492 4.643 -2.539
H: 1.181 4.392 -0.956
H: 0.867 7.050 -2.462
H: 2.344 6.261 -2.062
C: -0.565 -4.781 0.491
C: -1.189 -6.132 0.203
C: -1.479 -6.909 1.488
C: -0.290 -7.526 2.044
N: 0.642 -8.026 2.489
H: 0.320 -4.834 1.125
H: -1.309 -4.176 1.024
H: -0.360 -4.225 -0.424
H: -0.533 -6.726 -0.436
H: -2.122 -5.985 -0.340
H: -2.189 -7.717 1.295
H: -1.920 -6.236 2.225
C: 0.718 1.670 0.347
C: 1.305 0.276 0.235
C: 0.257 -0.805 0.561
C: -0.942 -0.707 -0.263
N: -1.878 -0.624 -0.921
H: 1.488 2.408 0.570
H: -0.127 1.721 1.036
H: 0.292 2.004 -0.606
H: 2.149 0.120 0.903
H: 1.619 0.090 -0.794
H: -0.088 -0.627 1.589
H: 0.654 -1.818 0.559